[1]
56
Properties=species:S:1:pos:R:3:forces:R:3:mulliken_charge:R:1 method="wB97M-V/def2-TZVPD" orbital_gap_ev="5.83 / 5.84" energy_ha=-5112.48207 e_above_lowest_kcal_mol=2.39 homo_energy_ha="-0.5102 / -0.5102" total_charge=+2
Pd -0.233609 -0.422613 -0.283012 0.26 0.37 -0.65 0.21
F 2.186603 1.735986 5.775641 0.00 0.00 -0.01 -0.26
C 2.107728 1.176457 4.589675 0.03 0.08 0.13 0.70
C 1.224727 0.130912 4.377346 -0.17 -0.17 0.00 -0.17
F 0.461322 -0.307580 5.366021 0.00 0.00 -0.01 -0.29
C 1.155867 -0.455949 3.130553 -0.14 -0.28 0.17 -0.15
F 0.318983 -1.481194 2.957983 -0.01 -0.06 0.01 -0.29
C 1.932376 -0.022606 2.066639 0.11 0.33 -0.35 0.75
S 1.928544 -0.736004 0.473684 -0.11 -0.41 0.26 -0.28
C 2.803163 1.043665 2.303992 0.02 0.21 0.09 0.28
F 3.557253 1.516018 1.319355 -0.01 0.02 -0.01 -0.37
C 2.905296 1.632394 3.552007 0.11 0.06 -0.17 0.36
F 3.742665 2.633400 3.754707 0.00 0.00 -0.01 -0.26
N 1.233921 0.055929 -4.163440 0.03 0.11 -0.06 0.13
C 0.899938 -0.831288 -3.239694 0.01 -0.02 0.06 -0.32
N 0.597955 -0.170503 -2.132411 -0.06 -0.06 0.16 0.25
C 0.765950 1.156806 -2.464360 0.00 -0.12 -0.06 0.14
N 1.155997 1.315237 -3.695719 0.01 -0.02 -0.05 -0.65
C 0.518141 2.200818 -1.475104 0.17 0.01 -0.09 0.21
C 0.742156 3.549891 -1.687251 0.03 0.16 0.05 -0.46
N 0.553877 4.435556 -0.713186 0.01 -0.09 -0.02 -0.49
C 0.153255 3.979280 0.464875 0.01 -0.08 -0.03 -0.43
C -0.091657 2.623630 0.687062 -0.10 0.06 0.03 -0.61
N 0.088395 1.752161 -0.294315 -0.14 -0.06 0.05 0.87
H 1.523610 -0.108907 -5.118177 0.00 0.00 0.00 0.22
H 0.889739 -1.895755 -3.395601 -0.01 0.00 0.00 0.43
H 1.080727 3.915165 -2.648997 0.00 0.00 0.00 0.50
H 0.014109 4.699586 1.261100 0.00 0.01 -0.01 0.41
H -0.445640 2.242672 1.636389 -0.01 0.00 0.00 0.61
Br -8.115491 1.136244 2.529171 -0.02 0.01 0.01 -0.09
C -6.398638 0.749127 1.895022 0.01 0.00 -0.01 0.06
C -6.183576 0.657361 0.522241 0.01 0.00 0.01 -0.64
C -4.917921 0.369543 0.054970 0.01 -0.01 0.02 -0.41
C -3.870979 0.177308 0.961000 -0.04 0.03 0.07 0.30
C -4.096783 0.274481 2.338105 0.01 0.01 -0.04 -0.30
C -5.362828 0.558724 2.806104 0.01 0.00 0.00 -0.71
C -2.546701 -0.125947 0.462331 0.06 -0.05 0.33 0.98
O -1.512097 -0.147150 1.256810 0.03 -0.44 0.04 -0.54
O -2.295333 -0.397897 -0.752012 -0.10 0.26 -0.10 -0.71
H -7.003607 0.814183 -0.163592 0.00 0.00 0.00 0.45
H -4.731142 0.301131 -1.008136 0.00 -0.01 -0.01 0.44
H -3.282425 0.120075 3.033652 0.00 0.00 0.00 0.47
H -5.556968 0.632751 3.866436 0.00 0.00 0.00 0.46
C 1.243328 -3.952608 -1.113364 0.01 0.03 0.01 -1.09
Sb -0.445434 -2.981496 -0.312901 -0.04 0.11 0.16 0.98
C -0.805286 -3.842128 1.566048 -0.09 0.01 -0.05 -1.14
C -2.100817 -3.432166 -1.534446 0.03 -0.03 -0.03 -1.15
H 0.997946 -5.013182 -1.170691 0.01 0.00 0.02 0.48
H 2.084964 -3.794407 -0.444607 0.02 -0.02 0.01 0.37
H 1.491678 -3.593721 -2.108099 -0.01 0.00 0.00 0.34
H -1.070681 -4.883878 1.383607 -0.01 0.02 0.00 0.52
H -1.627130 -3.322260 2.051656 0.01 0.01 0.02 0.34
H 0.092397 -3.777911 2.167573 0.09 0.01 0.07 0.36
H -2.182081 -4.517409 -1.590857 -0.01 0.00 -0.01 0.48
H -1.957781 -3.016882 -2.529217 -0.01 0.01 0.00 0.39
H -2.994906 -3.004950 -1.088267 0.01 0.00 0.00 0.33



[2]
49
Properties=species:S:1:pos:R:3:forces:R:3:mulliken_charge:R:1 method="wB97M-V/def2-TZVPD" orbital_gap_ev=6.95 energy_ha=-1497.73505 homo_energy_ha=-0.2808 smiles="O=c1cc(-c2ccc(C(F)(F)F)nn2)ccn1-c1ccc2c3c([nH]c2c1)CCNCC3"
O -0.293913 0.728679 2.444240 0.53 -0.35 -0.45 -0.65
C -1.214413 0.620448 1.643785 0.05 0.51 1.89 0.44
C -2.562528 0.890214 2.179755 -0.89 0.53 -0.87 -0.70
C -3.640486 1.074476 1.347387 1.84 -0.28 -0.60 1.07
C -4.974072 1.537646 1.828611 -1.00 -0.26 -0.51 0.49
C -5.290113 1.874868 3.134237 0.56 0.15 1.25 -0.41
C -6.592725 2.200373 3.467049 0.04 0.64 0.26 -0.25
C -7.585790 2.298524 2.482414 2.48 -0.83 0.09 -0.12
C -8.955958 2.916932 2.783968 0.88 0.76 -0.84 0.88
F -8.908788 4.164507 2.149945 -0.94 -1.73 0.81 -0.25
F -9.968461 2.149901 2.325105 0.70 1.23 0.50 -0.23
F -9.126834 3.170840 4.115422 -0.01 -0.51 -1.45 -0.26
N -7.206854 1.970880 1.234255 -0.46 0.14 -0.10 -0.61
N -5.965987 1.577204 0.920493 -0.74 0.25 0.31 -0.25
C -3.366867 0.812214 -0.082362 0.57 -0.62 -0.19 -0.92
C -2.115385 0.388372 -0.564236 -2.84 1.36 2.78 -0.34
N -1.022233 0.322234 0.304590 -1.89 -0.09 -0.95 0.18
C 0.233094 0.029567 -0.246831 2.98 -0.09 -1.21 0.01
C 0.627935 0.637658 -1.519023 -0.03 -0.66 0.97 -0.50
C 1.873469 0.341425 -2.067842 -0.16 -0.73 1.84 -1.23
C 2.750231 -0.495433 -1.303726 0.20 0.71 -2.80 1.02
C 4.085983 -0.943765 -1.654668 -0.92 0.08 1.27 1.04
C 4.496461 -1.695459 -0.597322 0.37 -0.24 0.03 -0.03
N 3.453506 -1.815238 0.348969 0.74 -0.44 0.64 -0.07
C 2.385939 -1.076207 -0.107400 0.39 0.48 -0.12 -0.89
C 1.157404 -0.801722 0.427655 -2.18 0.09 1.12 -0.39
C 5.864697 -2.341576 -0.487811 -1.07 0.00 0.07 -0.84
C 6.180434 -3.230499 -1.697199 0.41 1.11 -0.23 -0.78
N 6.525608 -2.405894 -2.866522 0.36 -0.61 -0.18 -0.34
C 5.457650 -1.742268 -3.612528 0.92 0.51 -0.22 -0.88
C 4.837429 -0.565804 -2.877150 -0.58 -0.21 0.13 -0.49
H -2.568595 1.105868 3.263483 0.03 -0.31 -0.82 0.28
H -4.521703 1.927545 3.939834 -0.67 -0.20 -0.82 0.25
H -6.764529 2.499468 4.488539 -0.31 -0.07 0.13 0.44
H -4.241685 0.872487 -0.742584 0.69 -0.10 0.09 0.41
H -2.031097 0.112073 -1.586306 0.53 -0.17 -0.49 0.57
H -0.043729 1.338755 -2.024920 0.18 -0.32 0.25 0.51
H 2.227668 0.756588 -2.999111 -0.21 0.12 -0.05 0.35
H 3.533239 -2.188184 1.315755 0.02 0.46 -1.43 0.28
H 0.903751 -1.254729 1.401299 -0.11 0.44 -0.59 0.32
H 5.869080 -2.961500 0.378406 0.15 -0.46 1.00 0.41
H 6.630092 -1.563038 -0.355191 -0.08 -0.24 -0.09 0.30
H 5.335413 -3.868286 -1.926838 -0.26 -0.05 -0.14 0.37
H 7.016866 -3.901445 -1.452747 -0.05 0.29 -0.16 0.33
H 7.231979 -1.724913 -2.584601 -0.23 -0.23 -0.21 0.27
H 5.900920 -1.342593 -4.562749 -0.32 -0.50 0.66 0.33
H 4.691917 -2.471117 -3.875829 -0.01 -0.07 0.01 0.36
H 4.105898 -0.103276 -3.531510 0.11 0.35 -0.32 0.28
H 5.586082 0.173200 -2.598187 0.27 0.17 -0.28 0.23



[3]
46
Properties=species:S:1:pos:R:3:forces:R:3:mulliken_charge:R:1 method="wB97M-V/def2-TZVPD" orbital_gap_ev=8.40 energy_ha=-1259.63944 e_above_lowest_kcal_mol=23.87 homo_energy_ha=-0.3182 smiles="O=C(O)c1ccc(/C=N/NC(=O)C(O)(c2ccccc2)c2ccccc2)cc1"
O -4.166314 7.123072 1.150049 0.08 -0.08 -0.03 -0.59
C -3.076874 7.138244 0.632351 -0.56 0.24 0.25 0.55
O -2.477756 8.289041 0.279176 0.38 0.26 -0.20 -0.46
C -2.274182 5.937324 0.323007 0.31 -0.25 -0.13 0.38
C -1.020961 6.031006 -0.279528 -0.29 0.15 0.13 -0.66
C -0.302885 4.885950 -0.552672 0.00 -0.40 0.03 -0.81
C -0.820252 3.628636 -0.230684 -0.47 0.70 0.18 0.85
C -0.056724 2.435909 -0.525592 0.64 -0.75 -0.26 -0.19
N -0.510322 1.280938 -0.247097 -0.68 0.42 0.34 -0.78
N 0.215507 0.199163 -0.536819 1.06 0.17 -0.54 0.42
C -0.204248 -1.065815 -0.243082 -0.09 0.06 -0.18 -0.29
O -1.245473 -1.342603 0.295156 -0.06 -0.06 0.05 -0.59
C 0.876798 -2.108081 -0.630184 -0.32 -0.16 0.18 2.35
O 1.650295 -1.624495 -1.727776 0.23 0.04 0.06 -0.60
C 1.746061 -2.201353 0.610523 0.24 0.02 -0.09 -0.81
C 3.090805 -1.864727 0.572118 -0.11 -0.03 -0.16 -0.38
C 3.857995 -1.942329 1.721975 0.09 0.01 0.11 -0.78
C 3.286187 -2.348007 2.914651 0.10 0.01 0.04 -0.35
C 1.940769 -2.677902 2.956322 -0.05 -0.02 0.03 -0.90
C 1.170659 -2.604845 1.811082 0.03 0.03 -0.01 0.10
C 0.231917 -3.429290 -1.001257 0.00 0.04 -0.03 -0.05
C -0.868815 -3.423254 -1.851159 0.03 -0.04 0.03 -0.18
C -1.447585 -4.613260 -2.253752 -0.04 0.04 -0.13 -0.90
C -0.923786 -5.820280 -1.823792 -0.01 -0.06 0.01 -0.36
C 0.183581 -5.831519 -0.993559 0.02 -0.10 -0.01 -0.87
C 0.761793 -4.642626 -0.584445 0.01 0.10 -0.03 -0.35
C -2.078564 3.540889 0.374925 0.20 0.01 -0.09 -0.40
C -2.795939 4.683217 0.647811 0.00 0.26 -0.02 -0.79
H -3.052489 9.035823 0.507911 -0.09 -0.30 0.06 0.35
H -0.621954 7.001863 -0.528215 0.04 0.05 -0.02 0.44
H 0.668906 4.959101 -1.020031 0.09 0.00 -0.04 0.35
H 0.925315 2.571339 -0.998811 -0.06 -0.06 0.04 0.31
H 1.131235 0.294136 -0.988307 -0.45 -0.04 0.14 0.40
H 1.248140 -1.945121 -2.542887 -0.01 -0.03 0.06 0.51
H 3.532970 -1.554388 -0.361707 0.04 0.01 -0.07 0.45
H 4.906146 -1.684236 1.682894 0.08 0.02 0.01 0.41
H 3.886021 -2.406412 3.810818 0.05 -0.01 0.07 0.40
H 1.489187 -2.992511 3.885227 -0.04 -0.03 0.08 0.40
H 0.120777 -2.854664 1.839319 -0.11 -0.03 0.02 0.47
H -1.287193 -2.484427 -2.186244 -0.09 0.08 0.02 0.41
H -2.309877 -4.595992 -2.903415 -0.08 0.00 -0.05 0.39
H -1.376675 -6.749287 -2.136563 -0.04 -0.07 -0.02 0.40
H 0.601621 -6.770021 -0.660974 0.03 -0.08 0.02 0.39
H 1.627380 -4.657543 0.060477 0.05 -0.02 0.06 0.43
H -2.463047 2.563486 0.618326 -0.09 -0.08 0.05 0.52
H -3.768152 4.635848 1.114434 -0.07 -0.02 0.03 0.41



[4]
47
Properties=species:S:1:pos:R:3:forces:R:3:mulliken_charge:R:1 method="wB97M-V/def2-TZVPD" orbital_gap_ev=8.14 energy_ha=-1334.85824 e_above_lowest_kcal_mol=61.30 homo_energy_ha=-0.2853
C -1.296555 4.288636 3.771025 0.06 0.02 -0.04 -1.48
C -1.174961 3.133162 2.823751 -0.03 0.03 0.00 0.86
C -1.313749 3.324960 1.454137 0.04 -0.11 0.21 -0.90
C -1.186051 2.278283 0.561743 -0.01 -0.01 -0.21 -0.38
C -0.907191 1.000861 1.034234 0.01 0.25 0.10 0.66
N -0.713086 -0.094343 0.186155 -0.20 -0.22 0.14 0.05
C -0.365380 -0.073911 -1.127124 0.05 -0.21 0.20 0.02
O -0.411758 0.880622 -1.869183 0.04 0.17 -0.06 -0.70
C 0.226297 -1.387838 -1.588747 0.27 -0.17 0.34 0.49
C 1.330204 -1.911974 -1.034248 -0.53 0.04 -0.29 -0.75
C 2.039208 -1.335620 0.104565 0.38 0.08 0.30 0.06
C 2.527951 -2.184334 1.095493 -0.17 0.06 -0.26 -0.64
C 3.112853 -1.701555 2.261889 0.14 0.36 0.29 -0.98
C 3.200341 -0.337635 2.399409 -0.23 0.20 -0.47 1.08
C 2.759061 0.523133 1.390844 0.09 -0.45 0.35 0.96
C 2.190810 0.055214 0.235823 0.31 0.13 0.25 -1.06
O 2.991897 1.817228 1.766655 -0.13 -0.18 -0.45 -0.50
C 3.535390 1.751438 3.065999 0.24 1.03 0.74 -0.30
O 3.705804 0.399187 3.435987 0.03 -0.53 -0.08 -0.48
N -0.406842 -1.961705 -2.681632 0.15 -0.14 -0.36 -0.02
C -1.741095 -1.769490 -2.932694 0.30 -0.26 0.10 0.38
O -2.480807 -1.188941 -2.165995 -0.11 -0.07 -0.22 -0.66
C -2.191926 -2.360129 -4.196486 -1.31 0.21 -0.29 0.31
C -3.435392 -2.340384 -4.775839 0.78 0.09 0.57 -0.54
C -3.315665 -3.050127 -5.988884 0.53 -0.23 -0.15 -0.40
C -2.015164 -3.451508 -6.061287 -0.71 -0.07 -0.45 -0.45
O -1.326303 -3.043348 -4.987761 0.42 0.09 0.30 -0.36
C -0.772964 0.795115 2.404250 0.01 -0.06 -0.13 -0.37
C -0.906221 1.851031 3.284571 -0.03 0.05 -0.06 -0.94
H -0.400209 4.907929 3.724465 0.02 0.09 0.07 0.29
H -1.420439 3.943207 4.794544 -0.02 0.03 0.08 0.36
H -2.146455 4.914596 3.506276 -0.05 0.08 0.05 0.38
H -1.527172 4.315185 1.078288 -0.03 0.10 -0.06 0.38
H -1.292507 2.441484 -0.497100 -0.02 0.00 -0.05 0.48
H -0.615989 -0.981098 0.660929 0.06 0.08 -0.20 0.30
H 1.709046 -2.854688 -1.410253 -0.05 -0.11 -0.08 0.45
H 2.424182 -3.251471 0.968803 -0.03 -0.12 -0.03 0.45
H 3.473545 -2.364909 3.029789 0.05 -0.09 0.11 0.46
H 1.881953 0.734307 -0.539646 -0.06 0.14 -0.13 0.55
H 4.509605 2.263479 3.086163 -0.20 -0.17 -0.07 0.26
H 2.850162 2.243769 3.776358 0.10 -0.18 -0.19 0.27
H 0.119596 -2.575435 -3.288013 -0.10 0.17 0.04 0.32
H -4.306929 -1.869894 -4.371115 -0.15 0.12 0.15 0.52
H -4.086967 -3.236292 -6.707182 -0.11 -0.07 -0.19 0.45
H -1.480030 -4.013924 -6.801239 0.15 -0.06 -0.03 0.46
H -0.554277 -0.196909 2.776796 0.04 -0.10 0.03 0.34
H -0.795819 1.674636 4.345488 -0.01 -0.02 0.10 0.33



[5]
56
Properties=species:S:1:pos:R:3:forces:R:3:mulliken_charge:R:1 method="wB97M-V/def2-TZVPD" orbital_gap_ev=5.83 energy_ha=-8120.92291 e_above_lowest_kcal_mol=25.23 homo_energy_ha=-0.0628 total_charge=-2
Cu -1.598752 1.212341 0.197886 0.32 -0.79 0.21 -0.09
O 0.662548 4.565441 0.057786 0.29 0.59 -0.12 -0.71
C -0.321752 3.846841 0.218286 0.06 -0.46 0.18 0.44
O -0.258352 2.626641 0.580986 -0.25 0.64 0.02 -0.53
C -1.705752 4.471541 0.047986 0.37 0.14 0.19 0.27
C -1.806952 5.820441 0.245886 -0.08 0.02 -0.04 -0.52
C -3.053252 6.482341 0.172386 -0.06 -1.45 -0.15 -0.32
C -4.201352 5.729541 -0.044614 -0.21 0.09 0.03 -0.10
C -4.134052 4.363341 -0.221214 1.15 0.80 0.28 -0.31
C -2.863352 3.662741 -0.264414 -0.39 -0.75 -0.48 0.95
O -2.808352 2.457641 -0.630414 -0.50 1.38 -0.16 -1.10
N -5.358552 3.665641 -0.344014 -1.19 -0.80 -0.18 0.92
O -5.415952 2.476341 -0.070314 0.11 0.49 -0.02 -0.55
O -6.352552 4.304541 -0.709214 0.06 -0.02 0.00 -0.67
N -3.167052 7.860341 0.371786 -0.10 1.30 0.21 1.01
O -2.139252 8.536941 0.494086 -0.40 -0.27 -0.03 -0.68
O -4.296852 8.367241 0.421086 0.44 -0.06 -0.04 -0.68
H -0.915452 6.388341 0.479586 0.01 -0.11 -0.11 0.51
H -5.166352 6.213541 -0.056314 0.04 -0.02 0.00 0.57
Br 2.119448 -0.169559 -3.009814 0.12 -0.02 -0.51 -0.19
C 2.378248 0.768441 -1.375714 0.05 -0.04 0.21 0.10
C 3.397948 1.692241 -1.272914 0.00 0.08 0.09 -0.59
C 3.525748 2.321041 -0.039514 -0.08 -0.16 0.11 -0.10
C 2.653948 1.999941 0.985886 0.17 -0.12 -0.04 -0.89
C 1.665548 1.051741 0.746786 0.49 -0.05 0.11 -0.24
N 1.562948 0.425441 -0.414614 0.06 0.06 -0.20 0.06
H 4.066548 1.897741 -2.095114 -0.06 0.03 -0.06 0.41
H 4.309248 3.051641 0.107986 -0.01 0.08 0.03 0.35
H 2.731348 2.470941 1.952986 -0.08 0.12 0.03 0.37
H 0.959548 0.729741 1.495186 -0.04 0.11 0.19 0.60
C 0.912948 -2.494859 1.305486 0.07 -0.10 0.08 -1.16
As 0.336648 -2.311859 -0.556914 0.04 -0.22 -0.52 0.47
C -0.936352 -3.823059 -0.550114 0.06 -0.16 0.15 -1.20
C 1.965748 -3.319259 -1.334514 -0.24 0.42 0.02 -1.44
C 2.148648 -4.668259 -0.798114 0.08 -0.27 0.11 0.74
C 2.931748 -4.906759 0.333486 0.16 0.02 -0.05 -0.34
C 3.048148 -6.175259 0.870886 0.03 -0.11 0.12 -0.58
C 2.367748 -7.237059 0.298286 0.08 -0.21 0.08 -0.45
C 1.588048 -7.019259 -0.825714 -0.07 -0.16 0.02 -0.54
C 1.487048 -5.756359 -1.369714 0.11 0.05 -0.05 -0.44
H 1.158748 -3.530659 1.537486 0.00 -0.04 0.03 0.42
H 0.117048 -2.170259 1.965686 -0.09 0.01 0.03 0.33
H 1.786848 -1.871259 1.491786 0.06 0.06 -0.10 0.32
H -0.529652 -4.701659 -0.051614 -0.02 -0.09 0.05 0.34
H -1.241852 -4.101759 -1.560914 0.10 0.11 -0.03 0.33
H -1.822152 -3.491959 -0.012414 -0.04 0.11 0.06 0.38
H 2.819448 -2.678159 -1.101914 -0.08 0.06 -0.07 0.47
H 1.825948 -3.334159 -2.417614 -0.03 0.08 0.07 0.51
H 3.476048 -4.085159 0.781486 -0.04 0.07 0.02 0.33
H 3.665748 -6.343659 1.747086 -0.01 0.05 -0.04 0.36
H 2.458248 -8.231259 0.713586 -0.03 -0.06 0.06 0.36
H 1.041148 -7.841059 -1.266314 -0.01 -0.09 -0.09 0.36
H 0.893448 -5.592359 -2.257514 -0.13 0.01 -0.06 0.32
O -2.266252 -1.831659 2.638086 -0.40 -0.92 1.48 -0.70
C -2.000152 -1.172359 1.690586 0.06 0.30 -0.86 0.82
N -1.702152 -0.601759 0.701086 0.06 0.28 -0.29 -0.29